DFT (ωB97M-V/def2-TZVPD) results for 12 unconnected molecules or ions with the total composition C47H95NO23.

ΔE to the lowest compared entry with this formula, charge and spin	44.6	kcal per mole
HOMO-LUMO gap	9.98	eV
total energy	-3633.11770	Eh
LUMO energy	0.2	eV
spin multiplicity	1

Each atom is followed by the atoms it is bonded to, with distances in Å.
Cartesian coordinates (Å):
1 H -5.75636 6.25828 -5.08545  C133 1.088
2 H -0.97839 1.29915 3.44623  C43 1.095
3 H 1.26816 -5.28349 2.32828  C52 1.092
4 H 2.17199 2.61074 3.71626  C6 1.092
5 H 5.95611 -3.10023 -4.57518  C135 1.090
6 C 2.32230 2.05834 4.64567  H4 1.092, H31 1.086, H63 1.091, C86 1.510
7 C -2.12776 1.02308 -0.28456  H23 1.093, C33 1.504, H74 1.093, H154 1.082
8 O -3.88525 -1.36086 -5.02392  C118 1.201
9 C 1.97587 -1.35486 3.26975  H69 1.087, O116 1.426, C129 1.541, H153 1.091
10 H 7.84699 -6.42871 -0.67089  C164 1.086
11 H 1.96993 4.29664 -4.47793  C84 1.087
12 C 1.70084 -0.85662 -1.67235  C15 1.499, H134 1.091, H144 1.094, H165 1.092
13 C 0.15522 0.11595 5.87101  H90 1.091, H125 1.090, H130 1.087, C137 1.520
14 O 2.56007 2.52585 -0.26082  C105 1.429, C140 1.336
15 C 1.19408 -0.65789 -0.27605  C12 1.499, H41 1.093, O94 1.436, H138 1.088
16 C -0.97047 2.77284 -4.02413  O39 1.209, C51 1.508, O102 1.329
17 H -1.81728 3.30692 4.21620  C77 1.091
18 O -3.10594 -2.71005 5.04417  C155 1.205
19 C -4.01013 1.25190 3.83177  C22 1.514, H67 1.091, H81 1.095, H148 1.086
20 H -5.62683 -1.66306 -2.94040  C159 1.096
21 C -5.41522 0.33358 -3.66764  O61 1.405, H65 1.092, H66 1.094, C159 1.521
22 C -3.21480 1.42050 5.10837  C19 1.514, H47 1.097, H126 1.093, O158 1.427
23 H -1.56907 1.94830 -0.12123  C7 1.093
24 O -1.27466 4.53269 2.61377  C76 1.338, C77 1.438
25 O -1.37374 -1.20087 -0.63635  C33 1.212
26 O 0.81375 -5.45942 0.34667  C52 1.433, C97 1.329
27 H -3.13615 2.90199 -4.25870  C51 1.088
28 H 3.41767 -4.22751 1.66113  C161 1.094
29 H 0.14926 -6.61053 1.89402  C52 1.090
30 H -0.24181 -3.21161 -1.35881  C95 1.094
31 H 3.11115 2.57949 5.18094  C6 1.086
32 H 5.70772 -2.14538 -7.37928  C132 1.094
33 C -1.07703 -0.04173 -0.44343  C7 1.504, O25 1.212, O94 1.329
34 H -3.32031 -3.03060 2.58496  C156 1.091
35 H 5.73945 1.73307 -0.35275  C117 1.085
36 H -3.69279 3.00997 -0.70151  C104 1.088
37 H -2.28528 3.91839 -5.31715  C51 1.091
38 C -1.85429 -0.58277 -4.10094  H59 1.085, H93 1.093, C118 1.500, H131 1.090
39 O -0.99464 2.82823 -2.81671  C16 1.209
40 H 7.22070 -2.04102 -6.59172  C132 1.097
41 H 0.78221 -1.60374 0.08418  C15 1.093
42 H 4.69629 -2.14127 -3.80470  C135 1.085
43 C -0.95212 2.11805 2.72012  H2 1.095, C77 1.502, H79 1.094, H157 1.085
44 H 0.72940 -2.92933 2.54537  C129 1.090
45 H 0.19905 -2.35266 4.12861  C129 1.086
46 H -1.01613 -1.15134 1.80468  C124 1.089
47 H -3.78838 0.95179 5.91688  C22 1.097
48 H -4.47136 5.18025 -4.69693  C133 1.089
49 H 6.42696 -7.30231 -1.17962  C164 1.089
50 H -2.27244 -0.64191 2.90379  C124 1.087
51 C -2.22244 2.93489 -4.84880  C16 1.508, H27 1.088, H37 1.091, H80 1.090
52 C 1.05979 -6.08172 1.61327  H3 1.092, O26 1.433, H29 1.090, C55 1.520
53 H 4.57196 -3.00913 1.12491  C161 1.090
54 H 2.88892 3.44501 -3.18648  C84 1.091
55 C 2.30635 -6.93028 1.42061  C52 1.520, H83 1.091, H103 1.087, H141 1.095
56 O 5.09586 0.32231 -3.91698  C60 1.225
57 H 4.41378 0.57104 -0.34840  C117 1.096
58 H 0.82531 5.24289 0.78506  C82 1.093
59 H -1.24023 -0.38932 -4.97439  C38 1.085
60 C 5.50889 0.04059 -5.03582  O56 1.225, N123 1.349, H139 1.100
61 O -4.01234 0.34443 -3.58320  C21 1.405, C118 1.344
62 O -7.26551 5.25085 -3.05168  C85 1.201
63 H 1.39437 2.14921 5.21188  C6 1.091
64 H 2.89196 -2.83550 0.72474  C161 1.093
65 H -5.84102 0.19446 -4.66330  C21 1.092
66 H -5.74337 1.32717 -3.34945  C21 1.094
67 H -3.42629 1.54778 2.95943  C19 1.091
68 H 3.91642 -3.87142 -1.29139  C87 1.094
69 H 2.55924 -1.43565 2.35584  C9 1.087
70 H -0.05287 -1.34549 2.64725  C129 1.089
71 O -1.46435 -3.19978 3.58237  C155 1.332, C156 1.435
72 O 4.76189 -5.48821 -0.15176  C87 1.409, C111 1.333
73 H -0.08208 3.63364 3.98268  C77 1.088
74 H -2.47771 1.09974 -1.31727  C7 1.093
75 H -1.89874 -3.48080 1.66800  C156 1.090
76 C -2.50331 4.71513 2.11763  O24 1.338, O114 1.200, C152 1.499
77 C -1.02009 3.41212 3.47885  H17 1.091, O24 1.438, C43 1.502, H73 1.088
78 H -5.97519 4.53596 -5.39282  C133 1.090
79 H -1.89482 1.88470 2.21575  C43 1.094
80 H -2.21672 2.10626 -5.55651  C51 1.090
81 H -4.19903 0.20749 3.56128  C19 1.095
82 C 1.66311 4.78027 0.25790  H58 1.093, C105 1.512, H112 1.092, H166 1.087
83 H 2.32382 -7.43088 0.45109  C55 1.091
84 C 1.92227 3.56307 -3.67771  H11 1.087, H54 1.091, H101 1.091, C128 1.526
85 C -6.12878 4.98137 -3.32956  O62 1.201, O110 1.330, C133 1.507
86 C 2.66170 0.60414 4.42391  C6 1.510, O116 1.335, O145 1.199
87 C 3.80792 -4.47898 -0.38865  H68 1.094, O72 1.409, H147 1.092, C161 1.518
88 C -1.02742 -3.55909 5.85706  H119 1.091, H120 1.083, H127 1.095, C155 1.514
89 H -5.04785 2.08738 -1.29330  C104 1.092
90 H 1.00666 0.70431 6.21497  C13 1.091
91 H 1.25345 1.57512 -3.20777  C128 1.088
92 H -7.14511 -0.78271 -2.92472  C159 1.087
93 H -1.61460 0.14448 -3.32057  C38 1.093
94 O 0.17995 0.35823 -0.27821  C15 1.436, C33 1.329
95 C -0.47731 -4.27547 -1.26216  H30 1.094, C97 1.501, H150 1.088, H151 1.087
96 H -6.60871 4.01551 -1.04886  C122 1.092
97 C -0.25938 -4.69848 0.16134  O26 1.329, C95 1.501, O121 1.207
98 O -1.24331 1.62987 7.04160  C137 1.200
99 O 4.17063 2.96380 1.24647  C140 1.197
100 H -3.47342 5.95113 0.73047  C152 1.085
101 H 1.28624 3.92961 -2.87069  C84 1.091
102 O 0.06409 2.34937 -4.74207  C16 1.329, C128 1.455
103 H 2.53436 -7.61180 2.23622  C55 1.087
104 C -4.77831 2.93913 -0.66532  H36 1.088, H89 1.092, C122 1.509, H160 1.091
105 C 1.59114 3.28438 0.46664  O14 1.429, C82 1.512, H107 1.094, H108 1.089
106 H -5.24747 5.02452 -0.55959  C122 1.092
107 H 1.66801 3.06501 1.53529  C105 1.094
108 H 0.66286 2.83261 0.12057  C105 1.089
109 H 4.57379 1.68229 -1.69181  C117 1.089
110 O -5.27125 4.33088 -2.54824  C85 1.330, C122 1.431
111 C 6.05302 -5.31057 -0.43068  O72 1.333, O149 1.201, C164 1.513
112 H 1.49716 4.97415 -0.80414  C82 1.092
113 H -2.71204 -1.19691 1.26183  C124 1.095
114 O -3.43462 3.97837 2.29169  C76 1.200
115 H 6.55930 -0.60461 -7.31041  C132 1.086
116 O 1.76233 0.00598 3.64007  C9 1.426, C86 1.335
117 C 4.69547 1.59660 -0.61326  H35 1.085, H57 1.096, H109 1.089, C140 1.498
118 C -3.33979 -0.56600 -4.30696  O8 1.201, C38 1.500, O61 1.344
119 H -0.69899 -4.54597 5.52805  C88 1.091
120 H -1.40143 -3.56465 6.87354  C88 1.083
121 O -1.06496 -4.47938 1.03368  C97 1.207
122 C -5.53062 4.15263 -1.15232  H96 1.092, C104 1.509, H106 1.092, O110 1.431
123 N 5.66363 -1.23603 -5.44293  C60 1.349, C132 1.451, C135 1.453
124 C -2.04150 -1.35154 2.11325  H46 1.089, H50 1.087, H113 1.095, C156 1.517
125 H 0.29068 -0.11049 4.81292  C13 1.090
126 H -3.15490 2.43889 5.50078  C22 1.093
127 H -0.08150 -3.00771 5.85718  C88 1.095
128 C 1.35527 2.20682 -4.08732  C84 1.526, H91 1.088, O102 1.455, H163 1.088
129 C 0.60097 -2.04378 3.16814  C9 1.541, H44 1.090, H45 1.086, H70 1.089
130 H 0.17043 -0.77589 6.49215  C13 1.087
131 H -1.62697 -1.55869 -3.67212  C38 1.090
132 C 6.28712 -1.48169 -6.72993  H32 1.094, H40 1.097, H115 1.086, N123 1.451
133 C -5.55717 5.26265 -4.69566  H1 1.088, H48 1.089, H78 1.090, C85 1.507
134 H 2.37844 -1.69411 -1.84516  C12 1.091
135 C 5.13645 -2.40546 -4.76018  H5 1.090, H42 1.085, N123 1.453, H142 1.091
136 H 6.69295 -7.04038 0.57826  C164 1.089
137 C -1.09618 0.95802 6.05843  C13 1.520, O98 1.200, O158 1.333
138 H 1.92942 -0.30719 0.44510  C15 1.088
139 H 5.91442 0.76131 -5.76072  C60 1.100
140 C 3.79780 2.44365 0.23492  O14 1.336, O99 1.197, C117 1.498
141 H 3.17854 -6.27646 1.31917  C55 1.095
142 H 4.39474 -2.84432 -5.42854  C135 1.091
143 H -5.85080 -0.53661 -1.69109  C159 1.092
144 H 0.85572 -1.00167 -2.35125  C12 1.094
145 O 3.51117 0.02878 5.04411  C86 1.199
146 H -2.61986 6.85098 2.09824  C152 1.087
147 H 2.83550 -4.96258 -0.50254  C87 1.092
148 H -4.99987 1.69390 3.89844  C19 1.086
149 O 6.54467 -4.23927 -0.65924  C111 1.201
150 H -1.54214 -4.30559 -1.48199  C95 1.088
151 H 0.09706 -4.81524 -2.01088  C95 1.087
152 C -2.61785 6.02319 1.39386  C76 1.499, H100 1.085, H146 1.087, H162 1.093
153 H 2.53077 -1.87833 4.04966  C9 1.091
154 H -2.89833 0.96543 0.47310  C7 1.082
155 C -1.96362 -3.00695 4.80259  O18 1.205, O71 1.332, C88 1.514
156 C -2.25907 -2.81459 2.45177  H34 1.091, O71 1.435, H75 1.090, C124 1.517
157 H -0.21278 2.05509 1.92913  C43 1.085
158 O -1.92390 0.81944 5.02267  C22 1.427, C137 1.333
159 C -6.07689 -0.68239 -2.74972  H20 1.096, C21 1.521, H92 1.087, H143 1.092
160 H -5.02445 2.77678 0.38474  C104 1.091
161 C 3.69017 -3.57565 0.82617  H28 1.094, H53 1.090, H64 1.093, C87 1.518
162 H -1.73559 6.14662 0.76035  C152 1.093
163 H 1.86144 1.65728 -4.87763  C128 1.088
164 C 6.80787 -6.62171 -0.42018  H10 1.086, H49 1.089, C111 1.513, H136 1.089
165 H 2.21747 0.03263 -2.03905  C12 1.092
166 H 2.56361 5.26950 0.62073  C82 1.087